Here is a molecular structure, CH3As5CuF30O from OMol25. Energies are from wB97M-V/def2-TZVPD.

The geometry in XYZ format:
```
41
CH3As5CuF30O | OMol25 | wB97M-V/def2-TZVPD
Cu -1.275 0.279 -0.628
As 0.413 -2.432 -3.102
F 1.736 -1.301 -3.659
F 1.334 -3.106 -1.710
F -0.991 -3.354 -2.569
F -0.668 -1.831 -4.417
F 0.868 -3.793 -4.209
F -0.306 -1.093 -2.042
As 3.261 -0.109 0.027
F 1.535 0.117 -0.504
F 3.819 0.185 -1.585
F 4.913 -0.376 0.561
F 2.661 -0.443 1.628
F 3.183 -1.868 -0.173
F 3.154 1.591 0.375
As -0.266 2.035 2.802
F -1.457 1.504 4.026
F 0.639 2.736 4.165
F 1.003 2.498 1.687
F -1.016 1.179 1.342
F -1.030 3.556 2.510
F 0.731 0.504 3.120
As -0.521 -2.708 2.035
F -1.843 -1.981 2.846
F 0.599 -1.960 3.300
F 0.933 -3.438 1.324
F -1.599 -3.356 0.712
F -0.364 -1.176 1.080
F -0.766 -4.300 2.894
As 0.127 3.832 -1.752
F -1.104 2.733 -1.003
F -1.066 4.111 -3.016
F 1.241 5.003 -2.473
F 1.341 3.495 -0.433
F 0.881 2.456 -2.673
F -0.518 5.120 -0.742
C -3.949 -0.839 0.124
O -3.049 -1.428 -0.726
H -4.847 -0.891 -0.491
H -4.077 -1.353 1.077
H -3.659 0.201 0.272
```

As for the HOMO-LUMO gap (alpha / beta): 0.304 / 0.252 Eh. As for the highest occupied orbital energy (alpha / beta): 0.30 / 0.67 eV. Its molar mass is 1039.1 g/mol. Its charge is -4. As for the multiplicity: 2.